Formula: C6H10N2O2
Source: the OMol25 dataset
Level of theory: wB97M-V/def2-TZVPD

Last columns: bonded neighbours and bond lengths (Å).
Geometry (Å):
1 N 1.092 -2.129 -0.147  C2 1.446, H10 1.017, H11 1.015
2 C 0.231 -1.059 -0.601  N1 1.446, C3 1.538, C5 1.505, H12 1.101
3 C -1.245 -1.222 -0.201  C2 1.538, N4 1.340, O18 1.240
4 N -2.185 -0.729 -1.019  C3 1.340, H19 1.012, H20 1.093
5 C 0.717 0.263 -0.071  C2 1.505, C6 1.534, C8 1.470, O9 1.420
6 C 0.570 0.825 1.349  C5 1.534, C7 1.560, H13 1.097, H14 1.097
7 C 0.575 2.257 0.728  C6 1.560, C8 1.527, H15 1.097, H16 1.098
8 C 0.733 1.615 -0.648  C5 1.470, C7 1.527, O9 1.427, H17 1.091
9 O 1.910 0.808 -0.615  C5 1.420, C8 1.427
10 H 0.940 -2.310 0.842  N1 1.017
11 H 0.870 -2.993 -0.632  N1 1.015
12 H 0.274 -1.009 -1.700  C2 1.101
13 H -0.391 0.570 1.813  C6 1.097
14 H 1.388 0.567 2.033  C6 1.097
15 H -0.391 2.763 0.843  C7 1.097
16 H 1.387 2.933 1.026  C7 1.098
17 H 0.408 1.975 -1.625  C8 1.091
18 O -1.648 -2.038 0.640  C3 1.240
19 H -2.174 0.267 -1.193  N4 1.012
20 H -3.060 -1.354 -0.822  N4 1.093

Summary:
energy	-13457.3374	eV
LUMO energy	0.027	hartree
relative energy (zero: lowest compared OMol25 entry of this formula, charge and spin)	2.604	eV
HOMO-LUMO gap	10.33	eV
SMILES	NC(=O)[C@H](N)[C@]12CC[C@H]1O2

Results of the Löwdin charge analysis, in e, for atoms 1 through 8:
1. N 0.08
2. C -0.25
3. C -0.51
4. N 0.14
5. C -0.38
6. C -0.06
7. C -0.09
8. C -0.20

---

Formula: C10H8BrFNO3P
Source: the OMol25 dataset
Level of theory: wB97M-V/def2-TZVPD

Last columns: bonded neighbours and bond lengths (Å).
Geometry (Å):
1 O -4.159 3.340 -1.354  P2 1.605
2 P -3.355 3.622 0.007  O1 1.605, C3 1.932, H18 1.465, H19 1.453
3 C -2.124 2.199 0.441  P2 1.932, C4 1.671, C8 1.669
4 C -1.993 1.736 2.041  C3 1.671, C5 1.664, H20 1.191
5 C -0.931 0.531 2.476  C4 1.664, C6 1.644, H21 1.189
6 C -0.083 -0.188 1.265  C5 1.644, C7 1.639, C16 1.642
7 C -0.253 0.245 -0.307  C6 1.639, C8 1.640, C10 1.640
8 C -1.252 1.459 -0.775  C3 1.669, C7 1.640, Br9 2.014
9 Br -1.370 1.980 -2.717  C8 2.014
10 C 0.736 -0.760 -1.144  C7 1.640, O11 1.338, N12 1.519
11 O 0.840 -0.675 -2.475  C10 1.338
12 N 1.378 -1.730 -0.166  C10 1.519, C13 1.520, C16 1.519
13 C 2.820 -2.108 -0.464  N12 1.520, C14 1.665, H22 1.180, H23 1.178
14 C 2.751 -3.198 -1.721  C13 1.665, F15 1.504, H24 1.175, H25 1.183
15 F 1.563 -4.069 -1.416  C14 1.504
16 C 1.037 -1.388 1.275  C6 1.642, N12 1.519, O17 1.347
17 O 1.550 -1.897 2.411  C16 1.347
18 H -2.535 4.821 -0.179  P2 1.465
19 H -4.260 3.910 1.107  P2 1.453
20 H -2.664 2.278 2.862  C4 1.191
21 H -0.771 0.175 3.599  C5 1.189
22 H 3.476 -1.166 -0.740  C13 1.180
23 H 3.264 -2.663 0.475  C13 1.178
24 H 2.590 -2.618 -2.731  C14 1.175
25 H 3.745 -3.836 -1.769  C14 1.183

Summary:
energy	-100169.5378	eV
LUMO energy	-0.072	hartree
HOMO-LUMO gap	7.54	eV
SMILES	O=[PH2]c1ccc2c(c1Br)C(=O)N(CCF)C2=O

Results of the Löwdin charge analysis, in e, for atoms 1 through 8:
1. O -0.56
2. P 0.72
3. C -0.28
4. C -0.04
5. C 0.02
6. C 0.00
7. C -0.02
8. C -0.47

---

Formula: C46H54ClN2O25P3S3
Source: the OMol25 dataset
Level of theory: wB97M-V/def2-TZVPD

Last columns: bonded neighbours and bond lengths (Å).
Geometry (Å):
1 C 2.604 -3.146 -1.212  C2 1.623, H31 1.133, H32 1.146, H33 1.147
2 C 2.854 -1.568 -0.931  C1 1.623, C3 1.624, H34 1.150, H35 1.135
3 C 1.404 -0.948 -0.540  C2 1.624, C4 1.620, H36 1.135, H37 1.149
4 C 1.570 0.400 0.344  C3 1.620, C5 1.591, H38 1.152, H39 1.134
5 C 1.161 1.739 -0.411  C4 1.591, C6 1.606, H40 1.135, H41 1.151
6 C -0.310 2.313 -0.117  C5 1.606, C7 1.590, H42 1.154, H43 1.132
7 C -0.826 2.172 1.380  C6 1.590, C8 1.614, H44 1.148, H45 1.156
8 C -1.674 0.848 1.742  C7 1.614, C9 1.613, H46 1.134, H47 1.153
9 C -3.244 0.847 1.371  C8 1.613, N10 1.434, C15 1.592, S28 1.921
10 N -3.834 2.051 1.880  C9 1.434, C11 1.487, C12 1.429
11 C -3.533 2.473 3.274  N10 1.487, H48 1.127, H49 1.160, H50 1.150
12 C -4.090 3.270 1.179  N10 1.429, C13 1.583, O14 1.271
13 C -3.191 4.244 0.313  C12 1.583, H51 1.153, H52 1.142, H53 1.128
14 O -5.235 3.782 1.386  C12 1.271
15 C -3.639 0.262 -0.056  C9 1.592, Cl16 1.884, P17 1.916, C19 1.659
16 Cl -3.651 1.518 -1.460  C15 1.884
17 P -2.397 -0.980 -0.824  C15 1.916, S18 1.919, H54 1.453, H55 1.423
18 S -1.791 -2.475 0.215  P17 1.919
19 C -5.205 -0.273 -0.181  C15 1.659, P20 1.936, P22 1.923, C24 1.600
20 P -5.652 -0.599 -2.037  C19 1.936, O21 1.536, H56 1.418, H57 1.451
21 O -6.516 -1.850 -2.254  P20 1.536
22 P -6.485 1.107 0.212  C19 1.923, S23 1.969, H58 1.417, H59 1.448
23 S -8.294 0.689 -0.441  P22 1.969
24 C -5.435 -1.646 0.607  C19 1.600, C25 1.593, O27 1.454, H60 1.153
25 C -6.874 -1.951 1.218  C24 1.593, N26 1.502, H61 1.153, H62 1.131
26 N -7.785 -2.742 0.323  C25 1.502, H63 1.025, H64 1.028
27 O -4.484 -1.867 1.684  C24 1.454, S28 1.650
28 S -4.017 -0.507 2.493  C9 1.921, O27 1.650, O29 1.492, O30 1.521
29 O -3.122 -0.956 3.598  S28 1.492
30 O -5.290 -0.016 3.164  S28 1.521
31 H 3.491 -3.660 -1.694  C1 1.133
32 H 2.326 -3.646 -0.219  C1 1.146
33 H 1.655 -3.189 -1.856  C1 1.147
34 H 3.504 -1.503 0.016  C2 1.150
35 H 3.335 -1.040 -1.812  C2 1.135
36 H 0.792 -0.801 -1.484  C3 1.135
37 H 0.952 -1.722 0.179  C3 1.149
38 H 2.702 0.475 0.549  C4 1.152
39 H 1.088 0.230 1.356  C4 1.134
40 H 1.919 2.550 -0.170  C5 1.135
41 H 1.220 1.583 -1.551  C5 1.151
42 H -0.233 3.448 -0.315  C6 1.154
43 H -0.995 1.921 -0.928  C6 1.132
44 H -1.263 3.133 1.830  C7 1.148
45 H 0.150 2.052 1.988  C7 1.156
46 H -1.057 -0.008 1.328  C8 1.134
47 H -1.477 0.752 2.874  C8 1.153
48 H -3.094 1.704 3.971  C11 1.127
49 H -2.852 3.410 3.334  C11 1.160
50 H -4.525 2.810 3.747  C11 1.150
51 H -2.464 4.755 1.047  C13 1.153
52 H -3.773 5.096 -0.175  C13 1.142
53 H -2.554 3.771 -0.489  C13 1.128
54 H -1.219 -0.170 -1.085  P17 1.453
55 H -2.784 -1.476 -2.100  P17 1.423
56 H -4.525 -0.703 -2.892  P20 1.418
57 H -6.417 0.500 -2.596  P20 1.451
58 H -6.606 1.427 1.587  P22 1.417
59 H -6.128 2.340 -0.459  P22 1.448
60 H -5.219 -2.492 -0.147  C24 1.153
61 H -6.691 -2.669 2.102  C25 1.153
62 H -7.434 -1.079 1.670  C25 1.131
63 H -8.278 -2.125 -0.332  N26 1.025
64 H -7.246 -3.453 -0.187  N26 1.028
65 C 1.913 5.543 6.099  C66 1.335, C71 1.467, H75 1.082
66 C 0.715 5.447 5.519  C65 1.335, C67 1.491, O74 1.359
67 C 0.323 4.237 4.741  C66 1.491, O68 1.220, C69 1.464
68 O -0.788 4.174 4.238  C67 1.220
69 C 1.304 3.159 4.607  C67 1.464, C70 1.335, H76 1.082
70 C 2.504 3.255 5.183  C69 1.335, C71 1.491, O73 1.358
71 C 2.887 4.453 5.984  C65 1.467, C70 1.491, O72 1.217
72 O 3.984 4.498 6.510  C71 1.217
73 O 3.423 2.263 5.062  C70 1.358, H77 0.979
74 O -0.199 6.449 5.614  C66 1.359, H78 0.976
75 H 2.209 6.415 6.668  C65 1.082
76 H 1.013 2.295 4.025  C69 1.082
77 H 4.206 2.565 5.565  O73 0.979
78 H -0.978 6.138 5.114  O74 0.976
79 C -4.718 -2.298 -7.711  C80 1.335, C85 1.467, H89 1.082
80 C -3.443 -2.401 -8.091  C79 1.335, C81 1.491, O88 1.359
81 C -2.347 -2.578 -7.096  C80 1.491, O82 1.219, C83 1.466
82 O -1.194 -2.687 -7.480  C81 1.219
83 C -2.707 -2.611 -5.676  C81 1.466, C84 1.335, H90 1.082
84 C -3.982 -2.505 -5.294  C83 1.335, C85 1.491, O87 1.361
85 C -5.081 -2.354 -6.291  C79 1.467, C84 1.491, O86 1.217
86 O -6.233 -2.279 -5.907  C85 1.217
87 O -4.329 -2.531 -3.979  C84 1.361, H91 0.984
88 O -3.090 -2.348 -9.403  C80 1.359, H92 0.976
89 H -5.523 -2.171 -8.423  C79 1.082
90 H -1.900 -2.723 -4.963  C83 1.082
91 H -5.309 -2.439 -3.961  O87 0.984
92 H -2.118 -2.446 -9.414  O88 0.976
93 C 1.234 -7.946 -5.535  C94 1.335, C99 1.466, H103 1.082
94 C 0.819 -6.813 -4.963  C93 1.335, C95 1.491, O102 1.358
95 C 0.330 -5.664 -5.779  C94 1.491, O96 1.219, C97 1.466
96 O -0.059 -4.652 -5.222  C95 1.219
97 C 0.343 -5.803 -7.238  C95 1.466, C98 1.335, H104 1.082
98 C 0.762 -6.934 -7.810  C97 1.335, C99 1.491, O101 1.358
99 C 1.225 -8.092 -6.993  C93 1.466, C98 1.491, O100 1.218
100 O 1.582 -9.115 -7.550  C99 1.218
101 O 0.783 -7.077 -9.161  C98 1.358, H105 0.977
102 O 0.823 -6.660 -3.613  C94 1.358, H106 0.976
103 H 1.589 -8.787 -4.954  C93 1.082
104 H 0.003 -4.956 -7.819  C97 1.082
105 H 1.122 -7.978 -9.321  O101 0.977
106 H 0.478 -5.761 -3.452  O102 0.976
107 C 6.840 -2.176 5.430  C108 1.334, C113 1.466, H117 1.082
108 C 6.430 -1.041 5.999  C107 1.334, C109 1.491, O116 1.359
109 C 5.942 0.107 5.181  C108 1.491, O110 1.220, C111 1.466
110 O 5.557 1.121 5.740  C109 1.220
111 C 5.950 -0.035 3.722  C109 1.466, C112 1.335, H118 1.086
112 C 6.363 -1.170 3.154  C111 1.335, C113 1.491, O115 1.359
113 C 6.826 -2.327 3.972  C107 1.466, C112 1.491, O114 1.218
114 O 7.178 -3.353 3.418  C113 1.218
115 O 6.380 -1.318 1.803  C112 1.359, H119 0.977
116 O 6.440 -0.884 7.349  C108 1.359, H120 0.976
117 H 7.195 -3.017 6.012  C107 1.082
118 H 5.610 0.813 3.136  C111 1.086
119 H 6.716 -2.221 1.645  O115 0.977
120 H 6.098 0.016 7.508  O116 0.976
121 C 5.545 5.814 2.013  C122 1.334, C127 1.466, H131 1.082
122 C 5.196 4.545 2.236  C121 1.334, C123 1.491, O130 1.359
123 C 6.037 3.411 1.755  C122 1.491, O124 1.221, C125 1.465
124 O 5.697 2.264 1.994  C123 1.221
125 C 7.251 3.728 1.000  C123 1.465, C126 1.335, H132 1.082
126 C 7.598 4.998 0.773  C125 1.335, C127 1.491, O129 1.357
127 C 6.772 6.131 1.278  C121 1.466, C126 1.491, O128 1.217
128 O 7.130 7.276 1.067  C127 1.217
129 O 8.719 5.308 0.073  C126 1.357, H133 0.977
130 O 4.060 4.233 2.914  C122 1.359, H134 0.978
131 H 4.945 6.645 2.359  C121 1.082
132 H 7.843 2.897 0.641  C125 1.082
133 H 8.747 6.284 0.048  O129 0.977
134 H 4.034 3.256 2.945  O130 0.978

Summary:
energy	-175630.6236	eV
LUMO energy	-0.077	hartree
relative energy (zero: lowest compared OMol25 entry of this formula, charge and spin)	5.032	eV
HOMO-LUMO gap	6.59	eV
SMILES	CCCCCCCC[C@@]1(N(C)C(C)=O)[C@@](Cl)([PH2]=S)[C@]([PH2]=O)([PH2]=S)[C@H](CN)OS1(=O)=O.O=C1C=C(O)C(=O)C=C1O.O=C1C=C(O)C(=O)C=C1O.O=C1C=C(O)C(=O)C=C1O.O=C1C=C(O)C(=O)C=C1O.O=C1C=C(O)C(=O)C=C1O

Results of the Löwdin charge analysis, in e, for atoms 1 through 8:
1. C -0.13
2. C -0.24
3. C -0.24
4. C -0.20
5. C -0.19
6. C -0.22
7. C -0.17
8. C -0.14